[1]
ORCA calculation (the ωB97M-V functional and the def2-TZVPD basis) on the molecule C18H19N3O5S.

```
46
Properties=species:S:1:pos:R:3:forces:R:3:lowdin_charge:R:1
S 0.822121 0.020690 2.682253 2.02 1.19 3.01 0.766
O 5.140298 -1.353771 -5.154939 -2.82 1.05 0.75 0.048
O 3.160397 -0.783713 -5.942387 1.32 -0.13 1.71 0.060
O 0.590192 -1.007187 3.716578 -0.91 1.01 -2.54 -0.311
O -1.604548 1.191926 -0.400333 -0.15 -0.19 -0.41 0.042
O 1.769372 1.037750 3.179225 -1.86 -0.94 -1.72 -0.314
N 3.950414 -0.949668 -4.991462 1.33 -1.10 -2.94 -0.314
N -0.865440 2.123448 2.194122 -2.16 1.67 2.14 0.101
N -0.660743 0.782517 2.099098 2.81 -2.53 0.40 -0.260
C 1.748418 0.215621 -2.174628 1.05 -0.53 0.13 -0.003
C -2.692854 -2.784596 -0.279558 -0.66 -0.72 -0.96 -0.088
C -2.734191 -2.123057 -1.542541 0.73 0.40 2.03 -0.055
C 4.250539 -1.046835 -2.531613 -1.16 0.44 -0.99 0.029
C -2.051195 -0.756177 0.841698 -0.49 -1.40 1.13 -0.140
C -2.370491 -2.125090 0.896724 -0.37 0.74 -0.45 -0.034
C -2.900225 1.034079 2.498936 -0.33 0.10 0.72 -0.053
C -1.979984 -0.128269 -0.395352 0.21 0.70 1.02 -0.279
C 1.506135 -0.689818 1.160815 -1.18 1.21 -0.51 -0.186
C 2.233784 -0.072017 -3.435505 0.08 -0.31 -1.31 0.014
C 3.779935 -0.683952 -1.272995 1.20 -0.67 0.58 -0.026
C -2.710068 3.685604 2.711620 0.04 -0.92 0.52 -0.009
C -1.867237 -0.027236 2.170838 -0.27 -0.82 -0.02 -0.249
C 3.465800 -0.713905 -3.671391 -0.15 0.48 3.11 -0.144
C 2.153146 0.411487 0.291537 -0.96 0.19 0.29 -0.163
C -2.136085 2.305685 2.513861 2.53 0.69 -1.44 -0.272
C 2.552684 -0.081742 -1.068112 -0.27 0.62 -0.26 -0.224
C -2.336751 -0.785873 -1.561557 -0.16 0.21 -0.90 -0.019
H -3.683967 1.007647 1.770749 -0.65 0.33 -0.42 0.132
H 1.440146 1.249585 0.154947 0.27 -0.45 0.17 0.124
H 2.212273 -1.427444 1.441717 0.63 -0.77 0.53 0.097
H -3.039496 -2.625319 -2.443936 -0.03 -0.12 -0.06 0.099
H -2.492691 -2.609865 1.874573 0.27 0.10 -0.52 0.123
H -3.018468 -3.833399 -0.213734 0.25 0.50 -0.13 0.103
H -1.242907 1.408962 0.487316 -0.13 -0.05 -1.20 0.053
H 5.171495 -1.577789 -2.646743 0.43 -0.02 -0.10 0.111
H 4.450052 -0.868721 -0.396907 -0.71 0.10 -0.80 0.138
H -1.859611 -0.756953 3.008410 0.43 0.28 -0.66 0.146
H 3.001312 0.816910 0.821291 0.31 0.09 0.15 0.115
H 1.649932 0.209308 -4.301933 0.00 -0.03 -0.03 0.118
H -3.333592 0.909780 3.482400 -0.36 -0.31 0.25 0.131
H 0.669467 -1.151009 0.631283 0.02 -0.12 0.08 0.102
H -2.768718 3.907582 3.798792 0.08 -0.06 -0.62 0.098
H 0.800219 0.707325 -2.046528 -0.21 0.12 -0.01 0.111
H -2.343778 -0.183040 -2.479823 0.05 -0.41 0.32 0.125
H -3.719185 3.696754 2.317211 -0.22 0.17 -0.07 0.077
H -2.105910 4.423789 2.205983 0.18 0.18 0.02 0.080
```
Forces are in eV/Å.

Values from the calculation:
Energy above the lowest of the compared OMol25 structures with the same formula, charge and spin ... 662.5 kJ/mol
Frontier orbital gap ... 0.29854 hartree
HOMO level ... -9.07 eV



[2]
ORCA calculation (the ωB97M-V functional and the def2-TZVPD basis) on a cluster of 2 separate species, C3H8NO in total.

```
13
Properties=species:S:1:pos:R:3:forces:R:3:lowdin_charge:R:1
O -1.529354 1.076660 -0.094482 -0.05 0.31 0.11 -0.228
N 0.395604 -0.411191 0.871862 0.35 0.33 -0.40 -0.094
C 1.718484 -0.255897 0.624493 -0.30 -0.86 -0.44 -0.478
C 2.371016 0.426242 -0.361256 0.08 -0.02 0.66 -0.130
C -2.372112 0.041723 -0.522694 0.29 0.71 0.61 -0.246
H 0.245540 -1.349241 1.223261 -0.06 0.19 0.52 -0.010
H -2.746082 0.298708 -1.511270 -0.09 -0.27 -0.37 0.049
H 1.875482 0.989555 -1.138332 -0.07 0.11 0.00 -0.001
H -1.828106 -0.905837 -0.519599 -0.10 -0.16 -0.20 0.054
H -0.722542 0.640554 0.370646 -0.20 -0.41 -0.32 -0.005
H -3.247068 -0.034778 0.142346 -0.05 -0.23 -0.02 0.052
H 3.451780 0.355331 -0.330364 0.05 0.27 -0.23 -0.021
H 2.387363 -0.871831 1.245386 0.16 0.03 0.07 0.057
```
Forces are in eV/Å.

Values from the calculation:
Energy above the lowest of the compared OMol25 structures with the same formula, charge and spin ... 56.3 kJ/mol
Frontier orbital gap ... 0.24237 hartree
Charge ... -1
HOMO level ... -2.16 eV



[3]
ORCA calculation (the ωB97M-V functional and the def2-TZVPD basis) on the molecule C5H8OS2.

```
16
Properties=species:S:1:pos:R:3:forces:R:3:lowdin_charge:R:1
S -1.384541 1.414810 -0.465382 0.03 -0.13 0.10 0.796
S -3.293111 -0.865338 0.265735 2.53 2.15 -0.25 0.739
O -4.248798 0.007295 -0.452157 -1.10 -0.24 -0.14 -0.643
C 0.335337 1.726381 0.209662 -0.54 -1.19 2.93 -0.449
C 0.351482 -1.628524 -0.602666 -1.76 -0.24 0.95 0.111
C 1.451433 -0.685094 -0.396314 -2.28 1.76 -1.50 -0.231
C 1.086188 0.434153 0.670218 2.49 2.39 -1.69 -0.259
C -1.856362 0.002329 0.361491 0.74 -2.29 -0.74 -0.784
H 0.220057 -2.515258 0.021648 0.15 0.44 0.19 0.074
H 2.209506 -1.249366 0.048176 1.78 -0.64 0.30 0.088
H -0.128520 -1.774979 -1.554992 -0.18 0.44 -0.24 0.064
H 0.155214 2.231169 1.258552 0.43 -0.36 -2.33 0.111
H 0.484938 0.005874 1.383892 -1.17 -1.24 1.78 0.040
H 2.058673 0.833127 1.160222 -1.44 -0.83 -0.84 0.139
H 1.626021 -0.259071 -1.438656 0.56 -0.25 1.59 0.142
H 0.932490 2.322489 -0.469429 -0.26 0.24 -0.14 0.062
```
Forces are in eV/Å.

Values from the calculation:
Energy above the lowest of the compared OMol25 structures with the same formula, charge and spin ... 596.5 kJ/mol
Frontier orbital gap (spin up / spin down) ... 0.20434 / 0.20620 hartree
HOMO level (spin up / spin down) ... -7.53 / -7.61 eV



[4]
ORCA calculation (the ωB97M-V functional and the def2-TZVPD basis) on the molecule C3H6N2O2.

```
13
Properties=species:S:1:pos:R:3:forces:R:3:lowdin_charge:R:1
O -0.957772 1.264661 0.664066 -0.11 -0.32 -0.09 0.058
O 1.252976 -0.592164 0.773842 0.14 0.04 0.21 -0.063
N 1.486907 0.756689 -1.086463 0.06 -0.10 0.40 0.136
N -1.880801 -0.258951 -0.741839 0.06 0.09 -0.08 0.171
C -1.017197 0.129117 0.235798 0.03 0.18 0.02 -0.541
C 1.681279 0.523696 0.136335 0.13 0.13 -0.22 -0.321
C -0.115018 -0.962234 0.809642 -0.19 -0.11 0.03 -0.105
H 1.944073 1.638008 -1.319189 -0.15 -0.10 -0.08 0.059
H 2.240361 1.153026 0.831300 0.12 -0.03 -0.15 0.136
H -2.274469 0.492540 -1.289445 -0.12 -0.09 0.13 0.114
H -0.257598 -1.937412 0.330187 0.08 0.21 -0.10 0.122
H -0.353915 -1.069944 1.872538 -0.15 -0.02 -0.15 0.134
H -1.748829 -1.137035 -1.216776 0.09 0.10 0.07 0.100
```
Forces are in eV/Å.

Values from the calculation:
Energy above the lowest of the compared OMol25 structures with the same formula, charge and spin ... 173.9 kJ/mol
Frontier orbital gap ... 0.40221 hartree
HOMO level ... -10.04 eV



> Number 2 is which compound?

C3H8NO



Please write out number 2 again, unchanged.
ORCA calculation (the ωB97M-V functional and the def2-TZVPD basis) on a cluster of 2 separate species, C3H8NO in total.

```
13
Properties=species:S:1:pos:R:3:forces:R:3:lowdin_charge:R:1
O -1.529354 1.076660 -0.094482 -0.05 0.31 0.11 -0.228
N 0.395604 -0.411191 0.871862 0.35 0.33 -0.40 -0.094
C 1.718484 -0.255897 0.624493 -0.30 -0.86 -0.44 -0.478
C 2.371016 0.426242 -0.361256 0.08 -0.02 0.66 -0.130
C -2.372112 0.041723 -0.522694 0.29 0.71 0.61 -0.246
H 0.245540 -1.349241 1.223261 -0.06 0.19 0.52 -0.010
H -2.746082 0.298708 -1.511270 -0.09 -0.27 -0.37 0.049
H 1.875482 0.989555 -1.138332 -0.07 0.11 0.00 -0.001
H -1.828106 -0.905837 -0.519599 -0.10 -0.16 -0.20 0.054
H -0.722542 0.640554 0.370646 -0.20 -0.41 -0.32 -0.005
H -3.247068 -0.034778 0.142346 -0.05 -0.23 -0.02 0.052
H 3.451780 0.355331 -0.330364 0.05 0.27 -0.23 -0.021
H 2.387363 -0.871831 1.245386 0.16 0.03 0.07 0.057
```
Forces are in eV/Å.

Values from the calculation:
Energy above the lowest of the compared OMol25 structures with the same formula, charge and spin ... 56.3 kJ/mol
Frontier orbital gap ... 0.24237 hartree
Charge ... -1
HOMO level ... -2.16 eV



> Which value of energy above the lowest of the compared OMol25 structures with the same formula, charge and spin does entry 1 give?

662.5 kJ/mol



Copy entry 3 word for word.
ORCA calculation (the ωB97M-V functional and the def2-TZVPD basis) on the molecule C5H8OS2.

```
16
Properties=species:S:1:pos:R:3:forces:R:3:lowdin_charge:R:1
S -1.384541 1.414810 -0.465382 0.03 -0.13 0.10 0.796
S -3.293111 -0.865338 0.265735 2.53 2.15 -0.25 0.739
O -4.248798 0.007295 -0.452157 -1.10 -0.24 -0.14 -0.643
C 0.335337 1.726381 0.209662 -0.54 -1.19 2.93 -0.449
C 0.351482 -1.628524 -0.602666 -1.76 -0.24 0.95 0.111
C 1.451433 -0.685094 -0.396314 -2.28 1.76 -1.50 -0.231
C 1.086188 0.434153 0.670218 2.49 2.39 -1.69 -0.259
C -1.856362 0.002329 0.361491 0.74 -2.29 -0.74 -0.784
H 0.220057 -2.515258 0.021648 0.15 0.44 0.19 0.074
H 2.209506 -1.249366 0.048176 1.78 -0.64 0.30 0.088
H -0.128520 -1.774979 -1.554992 -0.18 0.44 -0.24 0.064
H 0.155214 2.231169 1.258552 0.43 -0.36 -2.33 0.111
H 0.484938 0.005874 1.383892 -1.17 -1.24 1.78 0.040
H 2.058673 0.833127 1.160222 -1.44 -0.83 -0.84 0.139
H 1.626021 -0.259071 -1.438656 0.56 -0.25 1.59 0.142
H 0.932490 2.322489 -0.469429 -0.26 0.24 -0.14 0.062
```
Forces are in eV/Å.

Values from the calculation:
Energy above the lowest of the compared OMol25 structures with the same formula, charge and spin ... 596.5 kJ/mol
Frontier orbital gap (spin up / spin down) ... 0.20434 / 0.20620 hartree
HOMO level (spin up / spin down) ... -7.53 / -7.61 eV